1.
Below is a structure of composition C26H23AuN2O7, with properties calculated with the ωB97M-V functional and the def2-TZVPD basis.

Computed properties:
HOMO level (alpha / beta) = -7.65 / -8.42 eV
total charge = 0
energy above the lowest of the compared OMol25 structures with the same formula, charge and spin = 7.54 kcal per mole
DFT total energy = -1776.34142 a.u.
spin multiplicity = 3
Kohn-Sham gap (alpha / beta) = 0.290 / 0.203 hartree
⟨S²⟩ = 2.022

CARTESIAN COORDINATES (ANGSTROEM)
Au 1.48 1.07 -0.85
O -1.75 -0.65 -1.14
C -2.80 0.15 -1.55
C -3.86 -0.35 -2.29
C -4.92 0.48 -2.63
C -4.92 1.80 -2.21
C -3.85 2.29 -1.47
C -2.77 1.48 -1.16
C -1.56 2.02 -0.42
O -1.70 2.21 0.82
O -0.54 2.21 -1.12
H -1.78 -1.47 -1.64
H -3.86 -1.39 -2.59
H -5.74 0.09 -3.21
H -5.75 2.45 -2.46
H -3.84 3.33 -1.14
C 1.15 -1.31 -5.05
C 0.11 -0.50 -4.60
C 0.22 0.19 -3.40
C 1.37 0.08 -2.61
C 2.41 -0.72 -3.08
C 2.31 -1.41 -4.29
H 1.07 -1.84 -5.98
H -0.79 -0.40 -5.20
H -0.59 0.83 -3.06
H 3.34 -0.79 -2.51
H 3.14 -2.01 -4.63
O 1.54 3.64 2.61
C 1.26 2.64 1.97
O 1.81 2.25 0.89
C 0.13 1.78 2.56
C -0.38 0.60 1.92
C -1.41 -0.17 2.44
C -1.96 0.30 3.60
O -2.98 -0.20 4.31
C -3.17 0.66 5.43
O -2.17 1.67 5.37
C -1.46 1.46 4.25
C -0.41 2.20 3.77
H 0.11 0.26 1.02
H -1.79 -1.04 1.93
H -3.04 0.08 6.35
H -4.16 1.12 5.37
H -0.04 3.10 4.24
C 3.14 -4.25 0.04
C 3.22 -2.80 0.39
C 4.03 -2.10 1.25
C 3.67 -0.75 1.11
N 2.69 -0.64 0.22
N 2.43 -1.89 -0.20
C 4.24 0.44 1.81
H 3.62 -4.85 0.82
H 3.65 -4.46 -0.90
H 2.11 -4.58 -0.05
H 4.79 -2.51 1.90
H 1.78 -2.01 -0.96
H 5.33 0.36 1.86
H 3.87 0.49 2.84
H 3.96 1.36 1.32

2.
Below is a structure of composition C30H32N8O2PRh, with properties calculated with the ωB97M-V functional and the def2-TZVPD basis.

Computed properties:
HOMO level = -12.74 eV
total charge = +2
energy above the lowest of the compared OMol25 structures with the same formula, charge and spin = 36.43 kcal per mole
DFT total energy = -2202.31663 a.u.
Kohn-Sham gap = 0.205 hartree

CARTESIAN COORDINATES (ANGSTROEM)
Rh 0.20 1.38 -0.42
O 4.11 0.79 -1.31
C 2.92 1.03 -1.36
N 2.10 1.17 -0.28
C 2.71 1.18 0.96
O 3.91 1.00 1.14
C 1.72 1.42 2.01
C 2.12 1.68 3.33
C 1.17 1.88 4.29
C -0.19 1.82 3.93
C -0.51 1.61 2.61
N 0.40 1.40 1.65
C 2.13 1.21 -2.60
C 2.76 1.25 -3.85
C 1.97 1.41 -4.97
C 0.59 1.53 -4.82
C 0.05 1.49 -3.55
N 0.79 1.34 -2.46
H 3.18 1.72 3.54
H 1.45 2.10 5.31
H -0.96 1.97 4.66
H -1.55 1.62 2.29
H 3.83 1.14 -3.91
H 2.42 1.43 -5.96
H -0.05 1.65 -5.68
H -1.02 1.58 -3.40
C -2.78 0.60 -0.39
N -1.79 1.65 -0.53
C -2.24 2.87 -0.69
C -1.34 3.94 -0.61
C -1.54 5.35 -0.58
C -0.31 5.90 -0.34
C 0.62 4.81 -0.24
N -0.01 3.67 -0.40
C -2.74 -0.38 -1.55
C -3.89 -0.63 -2.29
C -3.86 -1.58 -3.30
C -2.68 -2.25 -3.60
C -1.53 -1.96 -2.90
C -1.56 -1.03 -1.87
H -3.79 1.02 -0.30
H -2.55 0.06 0.54
H -3.30 3.07 -0.79
H -2.47 5.86 -0.71
H -0.05 6.94 -0.24
H 1.67 4.86 -0.04
H -4.80 -0.10 -2.07
H -4.76 -1.78 -3.86
H -2.67 -2.99 -4.39
H -0.60 -2.45 -3.15
H -0.65 -0.80 -1.32
C -0.48 -4.37 1.74
N -0.64 -3.15 2.64
C 0.58 -3.11 3.56
N 1.78 -3.12 2.82
C 1.87 -4.29 1.96
N 0.75 -4.32 1.04
C 0.80 -3.28 0.05
P 0.76 -1.54 0.78
C -0.76 -1.91 1.85
C 2.04 -1.89 2.10
H -1.32 -4.41 1.05
H -0.50 -5.25 2.39
H -1.48 -3.27 3.21
H 0.52 -3.99 4.20
H 0.52 -2.20 4.17
H 1.87 -5.19 2.58
H 2.81 -4.25 1.40
H -0.05 -3.40 -0.63
H 1.72 -3.38 -0.54
H -1.61 -2.02 1.16
H -0.95 -1.08 2.52
H 2.09 -1.06 2.81
H 3.01 -1.96 1.62

3.
Below is a structure of composition C43H35N4O2S6Tc, with properties calculated with the ωB97M-V functional and the def2-TZVPD basis.

Computed properties:
HOMO level (alpha / beta) = -10.23 / -10.39 eV
total charge = +1
energy above the lowest of the compared OMol25 structures with the same formula, charge and spin = 16.95 kcal per mole
DFT total energy = -4498.81975 a.u.
spin multiplicity = 4
Kohn-Sham gap (alpha / beta) = 0.260 / 0.234 hartree
⟨S²⟩ = 3.778

CARTESIAN COORDINATES (ANGSTROEM)
Tc -0.24 0.27 0.39
C 1.55 -0.09 -3.55
C 0.70 -0.17 -2.33
N 1.01 0.42 -1.21
N 2.12 1.18 -1.21
C 2.46 1.70 -0.06
N 3.53 2.50 -0.02
S 1.66 1.33 1.45
C -0.57 -0.88 -2.29
C -1.05 -1.66 -3.33
C -2.27 -2.29 -3.19
C -2.98 -2.14 -2.01
C -2.44 -1.35 -1.02
N -1.26 -0.73 -1.14
H 2.56 0.18 -3.27
H 1.55 -1.04 -4.08
H 1.16 0.69 -4.22
H 3.98 2.76 -0.88
H 3.78 2.96 0.84
H -0.47 -1.77 -4.23
H -2.67 -2.89 -4.00
H -3.93 -2.61 -1.85
H -2.97 -1.20 -0.09
C -2.77 4.61 6.77
C -2.34 3.58 5.76
C -2.37 2.22 6.06
C -1.98 1.27 5.14
C -1.55 1.70 3.90
C -1.48 3.04 3.56
C -1.88 3.98 4.50
S -1.05 0.44 2.73
O -0.27 -0.53 3.51
C -2.66 -0.23 2.28
C -3.55 0.73 1.74
C -4.76 0.33 1.26
C -5.12 -1.03 1.28
C -6.37 -1.45 0.77
C -6.71 -2.77 0.76
C -5.81 -3.74 1.24
C -4.59 -3.36 1.75
C -4.22 -2.00 1.81
C -2.96 -1.57 2.35
C -2.07 -2.62 2.94
C -2.55 -3.32 4.10
C -3.66 -2.85 4.84
C -4.07 -3.50 5.97
C -3.42 -4.67 6.40
C -2.34 -5.14 5.71
C -1.86 -4.47 4.56
C -0.71 -4.91 3.87
C -0.21 -4.18 2.84
C -0.87 -3.02 2.41
S 0.01 -2.13 1.10
O -0.04 -3.00 -0.09
C 1.72 -2.15 1.66
C 2.63 -2.05 0.62
C 3.98 -1.92 0.90
C 4.43 -1.89 2.21
C 5.89 -1.72 2.53
C 3.50 -2.02 3.24
C 2.14 -2.14 2.98
H -3.10 4.14 7.70
H -3.59 5.21 6.38
H -1.95 5.29 7.00
H -2.71 1.90 7.04
H -2.00 0.21 5.38
H -1.12 3.35 2.59
H -1.84 5.03 4.26
H -3.26 1.77 1.72
H -5.44 1.06 0.84
H -7.04 -0.70 0.38
H -7.68 -3.09 0.37
H -6.07 -4.79 1.21
H -3.91 -4.12 2.10
H -4.18 -1.95 4.53
H -4.91 -3.12 6.54
H -3.77 -5.19 7.29
H -1.82 -6.03 6.04
H -0.22 -5.82 4.19
H 0.70 -4.49 2.33
H 2.27 -2.10 -0.41
H 4.68 -1.84 0.08
H 6.48 -1.56 1.63
H 6.27 -2.61 3.03
H 6.05 -0.88 3.20
H 3.84 -2.01 4.27
H 1.44 -2.22 3.79
S -2.98 4.29 -1.44
C -2.32 2.78 -1.15
S -3.20 1.70 -2.08
S -1.04 2.54 -0.04

4.
Below is a cluster of 2 separate species, C4H10N2 in total, with properties calculated with the ωB97M-V functional and the def2-TZVPD basis.

Computed properties:
HOMO level = -8.20 eV
total charge = 0
energy above the lowest of the compared OMol25 structures with the same formula, charge and spin = 81.48 kcal per mole
DFT total energy = -267.79548 a.u.
Kohn-Sham gap = 0.335 hartree

CARTESIAN COORDINATES (ANGSTROEM)
C 0.94 -1.73 -0.28
C 0.34 -0.68 0.25
C 1.45 1.54 0.14
C 0.30 0.67 -0.40
N -3.40 0.74 -0.25
N -3.47 -0.38 0.14
H 1.40 -1.68 -1.25
H 1.01 -2.67 0.23
H -0.11 -0.74 1.23
H 2.40 1.04 -0.02
H 1.34 1.70 1.21
H 1.47 2.50 -0.36
H 0.42 0.57 -1.48
H -0.65 1.16 -0.19
H -4.33 -0.79 0.60
H -2.69 -1.09 0.07

5.
Below is a structure of composition C19H25N3OS2, with properties calculated with the ωB97M-V functional and the def2-TZVPD basis.

Computed properties:
HOMO level = -8.19 eV
total charge = 0
energy above the lowest of the compared OMol25 structures with the same formula, charge and spin = 434.14 kcal per mole
DFT total energy = -1774.23447 a.u.
Kohn-Sham gap = 0.315 hartree

CARTESIAN COORDINATES (ANGSTROEM)
C -4.10 -0.51 -0.49
C -4.16 0.46 0.57
C -4.74 1.91 0.12
H -5.02 2.40 1.00
H -5.84 1.47 -0.49
C -4.07 2.50 -0.78
N -2.81 2.78 -0.10
C -1.61 2.35 -0.80
O -1.55 1.60 -1.72
C -0.29 2.69 0.11
N 0.54 1.83 0.14
C 0.21 0.63 0.77
N 1.03 -0.78 0.50
C 0.75 -1.74 1.37
C 0.06 -2.87 0.32
C 0.35 -4.22 0.67
C -0.17 -5.30 -0.21
C -1.21 -4.80 -1.09
C -1.42 -3.30 -1.33
C -0.94 -2.42 -0.35
H -1.23 -1.43 -0.63
H -2.40 -3.00 -1.82
H -1.66 -5.36 -1.74
H 0.01 -6.12 -0.01
H 1.17 -4.33 1.01
H 1.75 -2.19 1.74
H 0.07 -1.75 2.16
C 2.00 -0.52 -0.50
C 3.07 0.16 -0.12
C 3.87 0.33 1.00
C 4.92 1.40 0.76
C 4.99 1.77 -0.57
S 3.84 1.21 -1.48
H 5.71 2.37 -0.84
H 5.53 1.48 1.62
H 3.63 0.07 1.89
H 1.53 -0.43 -1.61
H 2.28 -1.71 -0.27
S -0.80 0.68 2.13
H 0.91 1.60 -0.69
H 0.22 3.52 -0.20
H -0.72 3.06 1.39
H -2.82 3.38 0.63
H -3.88 1.86 -1.71
H -4.62 3.58 -1.19
H -3.19 0.57 1.04
H -4.89 -0.07 1.37
H -3.25 -0.31 -1.23
H -3.82 -1.39 -0.30
H -5.21 -0.56 -1.07

6.
Below is the molecule C18H20N2OS, with properties calculated with the ωB97M-V functional and the def2-TZVPD basis.

Computed properties:
HOMO level = -8.46 eV
total charge = 0
energy above the lowest of the compared OMol25 structures with the same formula, charge and spin = 57.23 kcal per mole
DFT total energy = -1280.79192 a.u.
structure (SMILES) = Nc1cc(-c2cc3c(s2)C2(CCCCC2)CCC3=O)ccn1
Kohn-Sham gap = 0.317 hartree

CARTESIAN COORDINATES (ANGSTROEM)
O -1.05 -3.14 3.50
N -3.71 -3.66 -4.01
S -0.85 -0.49 -0.71
C -0.63 -2.08 2.96
C -1.81 -2.41 0.70
C -0.84 -1.70 1.54
C -1.75 -1.98 -0.65
C -0.25 -0.62 0.90
C -3.44 -4.40 -2.96
C -3.18 -2.41 -4.07
C -2.80 -3.88 -1.82
C -2.62 -1.78 -2.94
C -2.47 -2.60 -1.81
N -3.36 -1.80 -5.36
C 0.25 -1.24 3.85
C 3.28 1.79 1.55
C 1.92 2.49 1.73
C 3.26 0.30 1.98
C 0.43 0.17 3.14
C 0.85 1.57 1.10
C 2.15 -0.60 1.42
C 0.80 0.17 1.66
H -2.33 -3.24 1.04
H -3.97 -5.34 -2.77
H -2.76 -4.38 -0.90
H -2.37 -0.73 -3.07
H -3.57 -2.50 -6.03
H -2.59 -1.08 -5.68
H -0.19 -1.09 4.79
H 1.29 -1.64 4.03
H 3.57 1.79 0.47
H 4.09 2.35 2.14
H 1.88 3.46 1.10
H 1.79 2.92 2.79
H 4.17 -0.16 1.45
H 3.41 0.30 3.09
H 1.05 0.76 3.81
H -0.42 0.70 3.14
H 0.90 1.61 0.06
H -0.20 2.02 1.27
H 2.17 -1.53 1.80
H 2.30 -0.72 0.36